#w
Formula: C8H14
Source: the Open Molecules 2025 dataset
Level of theory: the ωB97M-V functional and the def2-TZVPD basis

Output
LUMO in Eh: 0.0447
Structure (SMILES): C/C=C/C=C/CCC

Geometry as ORCA input:
```
! wB97M-V def2-TZVPD RIJCOSX def2/J DEFGRID3
* xyz 0 1
C 3.15358 -1.76684 -2.29909
C 1.78187 -1.34358 -2.00934
C 1.54797 -0.19901 -1.29240
C 0.15356 0.11474 -1.01841
C 0.19802 0.80297 0.15399
C -1.17876 1.26848 0.63010
C -1.80203 0.24527 1.65851
C -2.75716 0.95879 2.67484
H 3.64003 -1.21818 -3.16260
H 3.17376 -2.90276 -2.46836
H 3.74131 -1.62614 -1.35417
H 0.81111 -2.01522 -2.25658
H 2.29883 0.63864 -1.20362
H -0.68965 -0.23695 -1.63280
H 0.87749 0.98749 0.96771
H -1.88894 1.43843 -0.31379
H -1.15902 2.34032 0.90226
H -0.97146 -0.26355 2.16357
H -2.18715 -0.63748 1.13080
H -3.80735 0.91054 2.51101
H -2.52631 0.42004 3.63156
H -2.40968 2.08399 2.58684
*
```

#x
Formula: C8H14
Source: the Open Molecules 2025 dataset
Level of theory: the ωB97M-V functional and the def2-TZVPD basis

Output
LUMO in Eh: 0.0395
Structure (SMILES): C[C@]12CCC[C@]1(C)C2

Geometry as ORCA input:
```
! wB97M-V def2-TZVPD RIJCOSX def2/J DEFGRID3
* xyz 0 1
C 0.45633 -1.74604 -0.82601
C 0.49681 -0.22960 -0.74852
C 1.38104 0.11911 0.44609
C 0.38396 -0.26485 1.56724
C -1.06781 -0.35341 0.98933
C -0.70394 0.43775 -0.29437
C -0.62503 1.92522 0.03231
C -0.49752 0.27741 -1.74942
H -0.44897 -2.20491 -1.23530
H 0.72472 -2.29633 0.08113
H 1.27640 -1.97896 -1.52063
H 1.64211 1.16728 0.43286
H 2.31646 -0.45562 0.50257
H 0.66522 -1.25494 1.95460
H 0.39752 0.43492 2.42524
H -1.81948 0.10938 1.62653
H -1.36475 -1.38900 0.80884
H 0.15820 2.43497 -0.58174
H -1.57882 2.40539 -0.21467
H -0.44890 2.20290 1.06546
H -0.45280 1.18131 -2.38392
H -0.89077 -0.52198 -2.37761
*
```

#x is favored, and the nearest alternative lies 6.0 kcal/mol above it.

#w
Formula: CH5NOP2
Source: the Open Molecules 2025 dataset
Level of theory: the ωB97M-V functional and the def2-TZVPD basis

Output
LUMO (spin up / spin down) in Eh: -0.0497 / -0.0498

Geometry as ORCA input:
```
! wB97M-V def2-TZVPD RIJCOSX def2/J DEFGRID3
* xyz 0 1
C 0.70946 -0.78658 0.93402
N -1.55312 0.25591 -1.79680
O -0.33593 -0.49127 0.10350
P -1.95161 1.31225 -2.87948
P -0.02200 -0.02134 -1.39221
H 0.11508 -1.47097 1.58831
H 1.07855 0.03004 1.53880
H 1.58767 -1.39339 0.45222
H -3.33017 0.74761 -3.01661
H 1.03302 1.92083 -1.53124
*
```

#x
Formula: CH5NOP2
Source: the Open Molecules 2025 dataset
Level of theory: the ωB97M-V functional and the def2-TZVPD basis

Output
LUMO (spin up / spin down) in Eh: -0.0412 / -0.0374

Geometry as ORCA input:
```
! wB97M-V def2-TZVPD RIJCOSX def2/J DEFGRID3
* xyz 0 1
C -1.51181 0.04040 0.15800
N 1.31883 -1.53257 -0.39358
O -0.80694 -0.18988 1.34304
P 0.73905 0.00639 1.64640
P 1.49476 -0.02117 -0.36400
H -2.03795 0.95958 0.19088
H -2.29579 -0.74663 -0.11970
H -0.80577 -0.10422 -0.74868
H 1.11982 1.01663 -1.41448
H 2.78579 0.57148 -0.29788
*
```

#w is favored, and the nearest alternative lies 18.2 kcal/mol above it.

#w
Formula: C4H2F4
Source: the Open Molecules 2025 dataset
Level of theory: the ωB97M-V functional and the def2-TZVPD basis

Output
LUMO (spin up / spin down) in Eh: -0.0401 / -0.1080

Geometry as ORCA input:
```
! wB97M-V def2-TZVPD RIJCOSX def2/J DEFGRID3
* xyz 0 1
C 2.95832 -0.83878 0.07069
C 2.25945 -0.02932 -0.46764
C -0.67402 1.10734 0.00439
C -1.41535 -0.16998 -0.19684
F -1.11655 2.26095 -0.51388
F -0.78763 -1.23156 -0.60825
F -1.93544 -0.44393 1.06278
F -2.57674 -0.18901 -0.86715
H 3.55342 -1.59207 0.52048
H -0.26547 1.12637 0.99542
*
```

#x
Formula: C4H2F4
Source: the Open Molecules 2025 dataset
Level of theory: the ωB97M-V functional and the def2-TZVPD basis

Output
LUMO (spin up / spin down) in Eh: -0.0453 / -0.0911

Geometry as ORCA input:
```
! wB97M-V def2-TZVPD RIJCOSX def2/J DEFGRID3
* xyz 0 1
C -0.34512 2.96638 0.14732
C -0.46364 1.82108 -0.19026
C -0.15793 -0.95939 -0.83962
C 0.36961 -1.28038 0.55376
F 0.71263 -0.93995 -1.87803
F -0.23566 -0.44748 1.38398
F 0.02811 -2.49348 0.95620
F 1.66383 -1.22079 0.65626
H -0.40298 4.05145 0.37432
H -1.16885 -1.49745 -1.16393
*
```

#x is favored, and the nearest alternative lies 9.3 kcal/mol above it.

#w
Formula: C3H8OS
Source: the Open Molecules 2025 dataset
Level of theory: the ωB97M-V functional and the def2-TZVPD basis

Output
LUMO in Eh: 0.0311
Structure (SMILES): C=CO.CS

Geometry as ORCA input:
```
! wB97M-V def2-TZVPD RIJCOSX def2/J DEFGRID3
* xyz 0 1
C 0.97243 -1.62929 0.35845
C 1.14428 -1.58469 -0.99755
O 0.20676 -2.04132 -1.88970
H 1.56388 -0.92319 0.96547
H 0.18166 -2.16148 0.82957
H 2.01094 -1.10218 -1.42524
H 0.58624 -2.07010 -2.73925
C -1.08771 2.33459 1.07187
S -0.84861 1.28552 -0.37785
H -1.54729 3.18603 0.72580
H -0.06157 2.58353 1.48801
H -1.66888 1.96964 1.92324
H -1.45214 0.15293 0.06719
*
```

#x
Formula: C3H8OS
Source: the Open Molecules 2025 dataset
Level of theory: the ωB97M-V functional and the def2-TZVPD basis

Output
LUMO in Eh: 0.0180
Structure (SMILES): CC=O.CS

Geometry as ORCA input:
```
! wB97M-V def2-TZVPD RIJCOSX def2/J DEFGRID3
* xyz 0 1
C -2.02623 0.17641 1.46741
C -2.08397 0.20257 -0.02441
O -1.63357 1.12715 -0.63575
H -1.52933 1.11100 1.68749
H -1.34069 -0.63919 1.72915
H -2.95591 -0.18320 1.89531
H -2.63793 -0.50269 -0.66407
C 2.73056 -1.05424 0.00430
S 1.38155 0.03112 -0.59121
H 2.91808 -1.88448 -0.68076
H 3.55118 -0.37397 0.15506
H 2.50289 -1.66198 0.88741
H 0.08956 0.37081 -0.68130
*
```

#w is favored, and the nearest alternative lies 31.7 kcal/mol above it.

#w
Formula: C3H8OS
Source: the Open Molecules 2025 dataset
Level of theory: the ωB97M-V functional and the def2-TZVPD basis

Output
LUMO in Eh: 0.0304
Structure (SMILES): COCSC

Geometry as ORCA input:
```
! wB97M-V def2-TZVPD RIJCOSX def2/J DEFGRID3
* xyz 0 1
C -2.03071 -0.06035 -0.08491
O -0.65078 0.07702 -0.33827
C 0.11454 -1.07799 0.12319
S 1.85628 -0.92764 -0.24390
C 2.03653 1.04329 0.02715
H -2.43805 0.48176 -1.04308
H -2.55064 0.19145 0.87434
H -2.52255 -0.89774 -0.44666
H 0.21022 -1.09422 1.27086
H -0.05967 -2.13438 -0.06520
H 3.19444 1.03997 -0.12911
H 1.45673 1.68488 -0.91100
H 1.38367 1.67395 0.96658
*
```

#x
Formula: C3H8OS
Source: the Open Molecules 2025 dataset
Level of theory: the ωB97M-V functional and the def2-TZVPD basis

Output
LUMO in Eh: 0.0240
Structure (SMILES): C=O.CCS

Geometry as ORCA input:
```
! wB97M-V def2-TZVPD RIJCOSX def2/J DEFGRID3
* xyz 0 1
C 0.02827 0.02276 -2.56132
O -0.95401 0.60933 -2.22476
H 1.02039 0.18938 -2.09017
H 0.13047 -0.71329 -3.38631
C -1.35918 0.41572 1.09495
C -0.10306 0.12546 1.88854
S 1.29682 -0.49089 0.89702
H -1.44124 1.45370 0.77715
H -1.49232 -0.23026 0.23534
H -2.26034 0.29432 1.70789
H -0.26676 -0.60922 2.67392
H 0.31630 0.99684 2.37204
H 0.88410 -1.27290 -0.10969
*
```

#y
Formula: C3H8OS
Source: the Open Molecules 2025 dataset
Level of theory: the ωB97M-V functional and the def2-TZVPD basis

Output
LUMO in Eh: 0.0138
Structure (SMILES): C=[S@H](=O)CC

Geometry as ORCA input:
```
! wB97M-V def2-TZVPD RIJCOSX def2/J DEFGRID3
* xyz 0 1
C -1.46883 -1.79157 0.91699
S -0.23034 -1.09365 -0.02421
O 0.88379 -2.09488 -0.15579
C 0.12954 0.56187 0.71159
C 1.45945 1.00589 0.05111
H -1.75990 -2.66731 0.37431
H -2.15501 -1.03771 1.09991
H -0.18462 -0.79248 -1.52983
H -0.61343 1.09205 0.29527
H -0.03789 0.41577 1.85677
H 1.21625 1.80801 -0.68157
H 2.16559 1.48303 0.72885
H 1.92610 0.16447 -0.36792
*
```

#x is favored, and the nearest alternative lies 59.6 kcal/mol above it.